Record 1
This record from the Open Molecules 2025 dataset describes C58H53N4OP3STl as an isolated structure. The level of theory is the ωB97M-V functional and the def2-TZVPD basis.

Geometry as XYZ:
```
121
C58H53N4OP3STl the ωB97M-V functional and the def2-TZVPD basis
Tl -1.271 0.270 -0.021
O -3.618 3.973 -1.689
C -2.892 3.169 -1.061
N -2.956 1.855 -1.047
C -3.977 1.349 -1.927
C -4.331 -0.098 -1.721
C -5.117 -0.747 -2.679
C -5.466 -2.067 -2.492
C -5.036 -2.720 -1.342
C -4.244 -2.011 -0.460
N -3.892 -0.738 -0.643
C -1.780 3.778 -0.218
C -1.613 5.160 -0.239
C -0.604 5.731 0.515
C 0.180 4.910 1.314
C -0.075 3.549 1.294
N -1.006 2.987 0.526
H -4.894 1.948 -1.842
H -3.663 1.451 -2.974
H -5.438 -0.206 -3.561
H -6.045 -2.594 -3.241
H -5.297 -3.751 -1.140
H -3.854 -2.482 0.438
H -2.287 5.735 -0.859
H -0.430 6.800 0.482
H 0.974 5.304 1.935
H 0.497 2.876 1.926
C 2.916 -5.185 7.337
S 1.379 -4.258 7.136
C 1.633 -3.728 5.422
C 0.424 -2.963 4.916
C 0.569 -2.544 3.454
N 1.751 -1.659 3.164
P 2.343 -2.054 1.537
C 4.100 -1.519 1.603
C 4.727 -1.430 0.360
C 6.055 -1.040 0.266
C 6.763 -0.715 1.416
C 6.142 -0.794 2.655
C 4.819 -1.202 2.749
C 2.678 -3.865 1.714
C 2.078 -4.715 0.790
C 2.271 -6.090 0.860
C 3.076 -6.624 1.855
C 3.701 -5.779 2.768
C 3.505 -4.409 2.695
P 1.077 -0.004 3.127
C 0.912 0.288 4.931
C -0.239 0.957 5.337
C -0.482 1.195 6.686
C 0.422 0.752 7.639
C 1.576 0.083 7.244
C 1.819 -0.143 5.901
C 2.528 1.052 2.730
C 3.339 1.715 3.650
C 4.356 2.555 3.216
C 4.565 2.757 1.859
C 3.734 2.140 0.933
C 2.718 1.306 1.368
H 2.958 -5.538 8.366
H 3.773 -4.540 7.144
H 2.938 -6.038 6.660
H 1.810 -4.616 4.811
H 2.524 -3.098 5.387
H 0.250 -2.093 5.548
H -0.464 -3.598 4.989
H -0.361 -2.052 3.138
H 0.657 -3.456 2.862
H 4.161 -1.662 -0.538
H 6.531 -0.975 -0.704
H 7.796 -0.396 1.347
H 6.689 -0.530 3.553
H 4.328 -1.247 3.715
H 1.456 -4.292 0.006
H 1.792 -6.741 0.140
H 3.226 -7.694 1.915
H 4.349 -6.193 3.531
H 4.000 -3.755 3.403
H -0.951 1.284 4.587
H -1.384 1.712 6.991
H 0.225 0.916 8.692
H 2.279 -0.270 7.989
H 2.708 -0.683 5.592
H 3.181 1.583 4.711
H 4.986 3.054 3.942
H 5.364 3.406 1.522
H 3.868 2.320 -0.126
H 2.050 0.846 0.644
C -2.759 -5.586 -1.117
C -2.183 -4.912 -0.052
C -1.239 -3.919 -0.291
C -0.846 -3.597 -1.588
C -1.444 -4.276 -2.651
C -2.391 -5.261 -2.418
P 0.426 -2.269 -1.760
C 1.735 -3.157 -2.703
C 2.721 -2.374 -3.315
C 3.796 -2.957 -3.964
C 3.920 -4.342 -4.007
C 2.962 -5.129 -3.389
C 1.882 -4.541 -2.738
C -0.254 -1.114 -3.014
C -0.269 -1.422 -4.382
C -0.722 -0.485 -5.295
C -1.115 0.771 -4.834
C -1.070 1.060 -3.477
C -0.660 0.130 -2.506
H -3.508 -6.349 -0.940
H -2.468 -5.154 0.965
H -0.794 -3.378 0.539
H -1.169 -4.027 -3.669
H -2.842 -5.781 -3.255
H 2.617 -1.294 -3.301
H 4.536 -2.331 -4.450
H 4.751 -4.801 -4.530
H 3.048 -6.209 -3.423
H 1.135 -5.174 -2.272
H 0.097 -2.379 -4.742
H -0.748 -0.720 -6.353
H -1.460 1.522 -5.539
H -1.366 2.057 -3.158
```

Molecular weight in g mol⁻¹: 1151.46
Energy in eV: -112411.1915
Net charge: -1

Löwdin atomic charge list, values in e, 6 entries: Tl 0.5882; O -0.0485; C -0.5478; N -0.0540; C -0.2072; C -0.2598

=====

Record 2
This record from the Open Molecules 2025 dataset describes C58H55GeKNO12P4S as an isolated structure in a non-equilibrium geometry. The level of theory is the ωB97M-V functional and the def2-TZVPD basis.

Geometry as XYZ:
```
133
C58H55GeKNO12P4S the ωB97M-V functional and the def2-TZVPD basis
K -0.002 -0.928 0.083
O 0.129 -3.214 2.087
S 1.559 -3.032 1.858
O 2.294 -4.223 1.474
O 1.860 -1.857 1.035
C 2.085 -2.631 3.519
C 2.746 -3.629 4.236
C 3.012 -3.453 5.582
C 2.592 -2.290 6.223
C 1.946 -1.297 5.502
C 1.694 -1.430 4.133
P 0.927 -0.041 3.107
C 1.960 1.343 3.763
C 1.445 2.640 3.809
C 2.240 3.717 4.181
C 3.583 3.525 4.483
C 4.124 2.248 4.382
C 3.321 1.171 4.023
C -0.636 0.063 4.138
C -0.936 0.959 5.164
C -2.128 0.861 5.880
C -3.039 -0.149 5.597
C -2.748 -1.060 4.588
C -1.569 -0.948 3.860
H 3.037 -4.533 3.712
H 3.537 -4.223 6.137
H 2.772 -2.156 7.285
H 1.636 -0.388 6.008
H 0.420 2.820 3.495
H 1.811 4.714 4.211
H 4.205 4.365 4.774
H 5.181 2.088 4.573
H 3.766 0.187 3.929
H -0.236 1.742 5.422
H -2.338 1.576 6.670
H -3.963 -0.229 6.162
H -3.439 -1.867 4.359
H -1.349 -1.684 3.087
N 3.917 0.015 -0.108
C 4.372 0.274 -1.381
C 5.536 1.053 -1.550
C 6.105 1.224 -2.794
C 5.537 0.627 -3.923
C 4.351 -0.072 -3.771
C 3.729 -0.230 -2.528
P 2.040 -0.962 -2.344
C 1.139 -0.325 -3.818
C 0.044 -1.067 -4.267
C -0.773 -0.597 -5.286
C -0.514 0.636 -5.870
C 0.544 1.407 -5.404
C 1.359 0.933 -4.381
C 2.435 -2.707 -2.837
C 2.529 -3.158 -4.154
C 2.873 -4.477 -4.429
C 3.129 -5.366 -3.387
C 3.043 -4.925 -2.073
C 2.697 -3.605 -1.802
H 3.993 0.778 0.549
H 3.053 -0.499 0.018
H 5.980 1.513 -0.672
H 7.004 1.825 -2.890
H 5.995 0.732 -4.900
H 3.871 -0.490 -4.650
H -0.199 -2.012 -3.796
H -1.631 -1.187 -5.586
H -1.155 1.012 -6.659
H 0.729 2.390 -5.823
H 2.173 1.552 -4.023
H 2.317 -2.482 -4.975
H 2.936 -4.812 -5.459
H 3.385 -6.398 -3.603
H 3.219 -5.603 -1.243
H 2.604 -3.286 -0.772
C -1.888 -4.537 -2.722
C -2.486 -3.796 -1.528
O -3.656 -4.486 -1.041
P -1.310 -3.690 -0.135
O -1.251 -5.166 0.472
O -2.199 -2.831 0.901
O -0.033 -3.145 -0.634
P -2.866 -2.000 -1.970
O -4.402 -1.914 -1.416
O -2.858 -1.803 -3.440
O -2.026 -1.090 -1.070
H -1.915 -5.610 -2.520
H -0.846 -4.240 -2.879
H -2.449 -4.316 -3.628
H -4.377 -3.841 -1.016
H -2.133 -5.422 0.789
H -2.231 -1.967 0.385
H -4.485 -1.198 -0.759
C -6.150 0.073 1.047
C -6.138 0.873 -0.090
C -4.944 1.434 -0.544
C -3.742 1.207 0.131
C -3.771 0.390 1.272
C -4.960 -0.168 1.730
Ge -2.023 1.951 -0.515
C -1.807 3.526 0.664
C -2.482 3.609 1.890
C -2.219 4.638 2.794
C -1.276 5.616 2.489
C -0.586 5.545 1.284
C -0.841 4.507 0.394
C -2.491 2.646 -2.289
C -2.449 4.010 -2.605
C -2.752 4.455 -3.890
C -3.113 3.542 -4.879
C -3.154 2.184 -4.578
C -2.825 1.736 -3.302
H -7.078 -0.367 1.397
H -7.059 1.053 -0.634
H -4.952 2.051 -1.438
H -2.852 0.187 1.817
H -4.954 -0.794 2.615
H -3.223 2.861 2.152
H -2.741 4.664 3.744
H -1.078 6.421 3.186
H 0.164 6.292 1.043
H -0.256 4.451 -0.520
H -2.206 4.737 -1.837
H -2.712 5.517 -4.119
H -3.344 3.887 -5.880
H -3.430 1.461 -5.338
H -2.828 0.664 -3.112
C 1.436 2.482 -1.159
C 1.325 1.950 0.272
O 2.333 2.094 0.985
O 0.224 1.379 0.629
H 1.909 3.466 -1.134
H 0.482 2.527 -1.692
H 2.106 1.824 -1.714
```

Molecular weight in g mol⁻¹: 1225.74
Energy in eV: -207940.6184
Multiplicity: 2
Net charge: -2
<S²>: 0.75

Löwdin atomic charge list, values in e, 6 entries: K 0.6652; O -0.3560; S 0.4472; O -0.3162; O -0.5362; C -0.2385